The following is a DFT calculation (ωB97M-V/def2-TZVPD) of a structure of composition C46H37ClMgN4OPTe.

Geometry as XYZ:
```
92
Properties=species:S:1:pos:R:3
Mg -0.26 0.28 1.08
C 3.12 -2.56 2.01
C 2.32 -1.60 1.38
N 1.37 -0.94 2.00
C 1.15 -1.16 3.33
C 1.91 -2.11 4.04
C 2.91 -2.82 3.34
C 1.69 -2.30 5.43
C 0.75 -1.52 6.04
C -0.01 -0.56 5.35
C 0.14 -0.34 3.98
N -0.47 0.54 3.16
C -1.22 1.62 3.52
C -1.97 1.84 4.67
C -2.66 3.04 4.90
C -2.65 4.06 3.99
C -1.94 3.89 2.78
C -1.90 4.88 1.77
C -1.23 4.64 0.61
C -0.59 3.40 0.44
N -0.58 2.48 1.37
C -1.24 2.69 2.54
H 3.89 -3.06 1.44
H 2.46 -1.36 0.33
H 3.50 -3.55 3.87
H 2.26 -3.04 5.97
H 0.57 -1.64 7.10
H -0.71 0.01 5.93
H -2.08 1.06 5.41
H -3.22 3.14 5.82
H -3.19 4.99 4.17
H -2.42 5.82 1.94
H -1.18 5.37 -0.19
H -0.09 3.16 -0.48
Cl -1.64 -2.69 2.15
C -1.41 -4.10 1.17
C -1.75 -5.33 1.72
C -1.59 -6.49 0.99
C -1.09 -6.42 -0.30
C -0.75 -5.20 -0.84
C -0.90 -4.00 -0.12
P -0.42 -2.37 -0.84
C 0.88 -2.93 -2.01
C 2.01 -3.55 -1.46
C 3.08 -3.93 -2.25
C 3.04 -3.68 -3.62
C 1.93 -3.07 -4.18
C 0.85 -2.71 -3.38
C -1.82 -2.03 -1.96
C -2.89 -2.89 -2.19
C -3.91 -2.53 -3.05
C -3.87 -1.31 -3.71
C -2.81 -0.44 -3.48
C -1.80 -0.79 -2.60
H -2.15 -5.35 2.73
H -1.86 -7.44 1.43
H -0.96 -7.32 -0.89
H -0.35 -5.15 -1.85
H 2.04 -3.75 -0.39
H 3.94 -4.40 -1.81
H 3.88 -3.96 -4.24
H 1.90 -2.88 -5.24
H -0.01 -2.23 -3.83
H -2.93 -3.85 -1.68
H -4.74 -3.21 -3.21
H -4.67 -1.03 -4.38
H -2.79 0.53 -3.97
H -0.99 -0.10 -2.40
C 1.68 6.96 -3.34
C 1.70 5.53 -2.85
C 1.23 4.49 -3.65
C 1.25 3.17 -3.21
C 0.70 2.11 -4.13
C 1.75 2.85 -1.93
Te 1.76 0.82 -1.27
C 2.23 3.90 -1.13
C 2.77 3.68 0.26
C 2.19 5.21 -1.60
H 1.10 7.05 -4.27
H 2.69 7.32 -3.54
H 1.23 7.62 -2.60
H 0.84 4.71 -4.64
H 0.53 2.52 -5.13
H -0.25 1.72 -3.75
H 1.38 1.26 -4.20
H 2.56 2.68 0.63
H 2.34 4.41 0.96
H 3.86 3.82 0.27
H 2.55 6.01 -0.95
O -4.51 0.13 0.09
C -3.32 0.15 0.24
N -2.14 0.15 0.36
```

Calculated values
Net charge: -1
Largest force on an atom, eV/Å: 0.60
HOMO-LUMO gap, Ha: 0.2371
Energy relative to the best compared isomer or geometry (same formula, charge and spin), kJ/mol: 0.0
LUMO level, Ha: 0.0888
Total energy, eV: -90867.43066



The following is a DFT calculation (ωB97M-V/def2-TZVPD) of a structure of composition C46H37N7OPRuS2.

Geometry as XYZ:
```
95
Properties=species:S:1:pos:R:3
Ru 0.79 -0.73 -0.84
O -1.78 -0.47 -2.17
C -1.71 0.66 -1.61
N -0.66 0.93 -0.79
C -0.46 2.23 -0.22
C -1.20 2.36 1.07
C -2.38 1.70 1.42
C -2.83 1.69 2.71
C -2.19 2.53 3.65
C -1.17 3.37 3.11
N -0.70 3.31 1.87
C -2.82 1.60 -1.78
C -4.02 1.01 -2.33
C -5.19 1.79 -2.39
C -5.03 3.17 -2.02
C -3.84 3.70 -1.55
N -2.74 2.88 -1.52
H -1.03 2.92 -0.92
H 0.61 2.46 -0.10
H -2.93 1.15 0.63
H -3.65 1.12 3.03
H -2.57 2.64 4.70
H -0.68 4.13 3.69
H -3.92 -0.06 -2.48
H -6.12 1.38 -2.73
H -5.92 3.76 -1.90
H -3.69 4.72 -1.25
S 4.59 1.78 4.57
C 6.09 2.52 4.06
C 6.35 2.17 2.71
C 5.28 1.43 2.14
C 4.18 1.27 3.00
C 2.98 0.61 2.71
C 2.65 0.05 1.46
N 1.40 -0.37 1.13
C 0.46 -0.54 2.08
C 0.78 -0.34 3.44
C -0.04 -0.90 4.45
C -1.17 -1.60 4.12
C -1.54 -1.71 2.73
C -2.73 -2.31 2.28
C -3.01 -2.44 0.96
C -2.02 -2.14 -0.04
N -0.95 -1.41 0.35
C -0.74 -1.17 1.64
C -4.22 -3.13 0.57
C -4.92 -4.04 1.26
C -6.08 -4.47 0.62
C -6.25 -3.90 -0.64
S -4.98 -2.86 -0.99
C 1.95 0.40 3.76
H 6.63 3.33 4.61
H 7.18 2.38 2.07
H 5.44 1.03 1.10
H 3.32 -0.16 0.63
H 0.29 -0.85 5.45
H -1.77 -2.12 4.89
H -3.45 -2.59 3.05
H -1.93 -2.72 -0.95
H -4.62 -4.39 2.24
H -6.85 -5.10 1.01
H -6.97 -4.06 -1.43
H 2.09 0.71 4.78
N -0.56 -5.40 -4.87
C 0.00 -4.90 -3.97
C 0.67 -4.41 -2.83
C 1.20 -5.35 -1.92
C 1.60 -4.92 -0.64
C 1.53 -3.54 -0.37
N 0.97 -2.63 -1.28
C 0.74 -3.07 -2.56
H 1.26 -6.35 -2.36
H 1.94 -5.58 0.10
H 1.91 -3.10 0.59
H 0.50 -2.31 -3.33
C 1.15 0.71 -3.81
P 2.15 0.06 -2.39
C 3.31 -1.07 -3.15
C 3.01 1.64 -2.04
C 3.60 2.36 -3.09
C 4.00 3.69 -2.88
C 3.87 4.27 -1.66
C 3.45 3.52 -0.55
C 2.87 2.24 -0.77
H 0.74 1.68 -3.51
H 0.28 0.06 -4.20
H 1.85 0.82 -4.64
H 3.76 -1.63 -2.35
H 4.12 -0.63 -3.73
H 2.75 -1.73 -3.84
H 3.75 1.87 -4.10
H 4.23 4.17 -3.85
H 3.99 5.40 -1.60
H 3.40 4.06 0.42
H 2.39 1.72 0.09
```

Calculated values
Net charge: +2
Largest force on an atom, eV/Å: 4.53
2S+1: 6
HOMO-LUMO gap (alpha / beta), Ha: 0.1784 / 0.1692
Energy relative to the best compared isomer or geometry (same formula, charge and spin), kJ/mol: 263.5
LUMO level (alpha / beta), Ha: -0.2058 / -0.2916
Total energy, eV: -94302.31291



The following is a DFT calculation (ωB97M-V/def2-TZVPD) of a structure of composition C46H38As2Cl4HfN5O12.

Geometry as XYZ:
```
108
Properties=species:S:1:pos:R:3
Hf -0.58 0.44 0.37
Cl -3.14 -1.10 6.57
C -2.46 -1.31 5.00
C -1.72 -0.27 4.45
C -1.15 -0.41 3.19
N -0.46 0.59 2.47
C -0.07 1.77 3.04
O -0.04 2.03 4.23
C 0.41 2.81 2.05
C 0.68 4.09 2.51
C 1.13 5.03 1.60
C 1.28 4.67 0.27
C 0.96 3.38 -0.11
N 0.53 2.46 0.77
C -1.34 -1.61 2.47
C -2.08 -2.64 3.02
C -2.64 -2.49 4.29
Cl -3.55 -3.81 4.94
N -0.89 -1.57 1.13
C -0.79 -2.69 0.38
O -0.74 -3.85 0.75
C -0.84 -2.39 -1.10
C -0.97 -3.40 -2.03
C -1.18 -3.06 -3.36
C -1.28 -1.72 -3.70
C -1.13 -0.76 -2.72
N -0.89 -1.09 -1.44
H -1.57 0.63 5.02
H 0.55 4.30 3.56
H 1.37 6.04 1.92
H 1.64 5.36 -0.48
H 1.02 3.06 -1.14
H -2.23 -3.56 2.49
H -0.92 -4.43 -1.69
H -1.29 -3.83 -4.11
H -1.49 -1.41 -4.72
H -1.22 0.29 -2.93
C 2.29 -5.01 1.66
O 2.33 -3.59 1.41
C 3.48 -2.97 1.70
O 4.46 -3.51 2.13
C 3.27 -1.49 1.58
C 4.17 -0.62 2.07
As 5.97 -0.49 1.25
C 6.23 -2.15 0.27
C 4.83 0.43 -0.22
C 3.55 0.29 -0.59
As 2.08 -0.82 0.21
C 2.25 -2.23 -1.13
C 3.09 1.04 -1.79
O 3.80 1.67 -2.53
O 1.76 0.87 -1.99
C 1.23 1.46 -3.19
C 5.69 1.56 -0.73
O 5.62 2.61 -0.16
O 6.67 1.31 -1.61
C 6.62 0.17 -2.45
C 3.72 0.76 2.40
O 2.58 1.16 2.25
O 4.71 1.47 2.91
C 4.43 2.83 3.26
H 1.30 -5.32 1.34
H 2.43 -5.19 2.73
H 3.08 -5.50 1.10
H 6.55 -2.92 0.96
H 7.03 -1.93 -0.44
H 5.35 -2.50 -0.28
H 3.29 -2.54 -1.16
H 1.96 -1.80 -2.08
H 1.62 -3.09 -0.89
H 1.33 0.75 -4.01
H 1.76 2.38 -3.43
H 0.18 1.67 -2.99
H 7.63 -0.25 -2.47
H 6.33 0.50 -3.45
H 5.91 -0.58 -2.10
H 5.13 3.08 4.05
H 3.40 2.92 3.61
H 4.60 3.45 2.38
Cl -5.33 0.25 -4.99
C -4.93 -0.80 -3.66
C -4.96 -2.17 -3.87
C -4.66 -3.03 -2.83
C -4.28 -2.51 -1.60
C -4.23 -1.14 -1.43
Cl -3.63 -0.55 0.11
C -4.58 -0.23 -2.43
N -4.55 1.14 -2.24
C -5.21 1.72 -1.12
C -6.43 1.23 -0.68
C -7.05 1.79 0.42
C -6.46 2.86 1.08
C -5.24 3.36 0.63
C -4.61 2.80 -0.47
C -3.25 3.26 -0.92
C -2.23 2.28 -0.44
O -1.42 1.73 -1.26
O -2.14 1.93 0.76
H -5.25 -2.54 -4.84
H -4.71 -4.10 -2.97
H -4.03 -3.15 -0.77
H -4.70 1.64 -3.11
H -6.89 0.40 -1.20
H -7.99 1.40 0.77
H -6.94 3.30 1.94
H -4.78 4.18 1.15
H -3.00 4.24 -0.51
H -3.16 3.30 -2.00
```

Calculated values
Net charge: +1
Largest force on an atom, eV/Å: 0.68
HOMO-LUMO gap, Ha: 0.2291
Energy relative to the best compared isomer or geometry (same formula, charge and spin), kJ/mol: 0.0
LUMO level, Ha: -0.1361
Total energy, eV: -253412.43321



Q: net charge of number 3 (C46H38As2Cl4HfN5O12)?
A: +1